{"formula": "C6H14NO2", "method": "ωB97M-V/def2-TZVPD", "gap_ev": [8.5, 8.5], "total_charge": 1, "e_above_lowest_kj_mol": 389.1, "e_lumo_ha": [-0.1298, -0.1299], "spin_multiplicity": 1, "e_homo_ha": [-0.4435, -0.4434], "species": ["C", "C", "C", "C", "C", "C", "N", "O", "O", "H", "H", "H", "H", "H", "H", "H", "H", "H", "H", "H", "H", "H", "H"], "coordinates": [[2.840096, -0.276667, -0.033166], [-0.268833, -2.003956, 0.500388], [-0.207138, -0.963687, -1.562337], [-1.702202, -0.072134, -0.078242], [0.731035, 2.760949, 0.360879], [0.575681, 0.372791, 0.421180], [-0.339212, -0.632732, -0.149633], [2.923252, -1.355993, -0.468221], [0.299343, 1.555678, -0.185468], [3.512797, 0.494439, 0.395761], [-0.598886, -1.999899, 1.560833], [-0.966475, -2.739447, -0.060986], [0.741993, -2.393456, 0.407621], [-1.136801, -1.434383, -1.771438], [-0.032097, -0.138665, -2.142283], [0.513703, -1.727941, -1.804379], [-1.746539, 0.648219, -0.905930], [-2.421615, -0.918702, -0.304187], [-1.816061, 0.440986, 0.850450], [0.653849, 3.469177, -0.445672], [1.737400, 2.791269, 0.842954], [-0.029892, 3.127641, 1.129865], [0.479614, 0.522830, 1.552733]], "atomic_forces_ev_per_a": [[-3.2369, -0.3252, 0.9523], [-1.0794, -1.0356, 0.5122], [0.5841, -1.8734, -0.3102], [-1.3865, -0.5606, -1.1746], [-0.7834, 1.4476, 1.9044], [3.3949, 0.6545, 1.2476], [-0.2172, -1.5515, 0.8630], [0.6414, 0.9436, 0.0694], [-0.0745, -0.9954, -1.2661], [0.0564, -0.3532, -0.4959], [0.3114, 0.3577, -0.6868], [1.0797, 1.5350, 0.8150], [0.0250, 0.2305, 0.0891], [-0.7711, -0.0906, -0.7853], [0.2303, 2.1919, -1.3350], [0.7147, 0.0170, 0.4786], [-0.3337, -0.1154, 0.5107], [0.6550, 1.1923, 0.7300], [-0.5116, 0.0336, 0.6707], [0.3756, 0.3140, -0.2454], [-0.6170, -0.4213, -0.5940], [0.9741, -0.5699, -0.6421], [-0.0313, -1.0257, -1.3077]]}